(1)
The following is a DFT calculation (the ωB97M-V functional and the def2-TZVPD basis) of a cluster of 2 separate species, C3H5NO2 in total in a non-equilibrium geometry.

The calculation puts the HOMO-LUMO gap at 10.07 eV.

```
11
Properties=species:S:1:pos:R:3:forces:R:3
C -1.85025 0.12310 -0.30333 0.0039 -0.1290 0.0037
C -1.41945 -1.05567 -0.71362 0.1473 -0.6339 -0.3190
O -1.06452 -2.07942 -1.13701 -0.3119 0.9460 0.3696
H -1.55430 0.46824 0.67802 -0.0446 -0.0881 -0.1285
H -2.61273 0.62863 -0.88184 0.0908 -0.1052 0.0393
N 1.33077 0.84314 -0.05728 -0.0844 -0.0095 -0.0289
C 1.49804 -0.17178 0.82193 -0.0788 -0.1378 0.1220
O 0.62884 -0.95468 1.16019 0.3126 0.3302 -0.1340
H 0.42421 0.97213 -0.49176 0.1483 -0.0378 0.0533
H 2.09339 1.45283 -0.30021 -0.0792 -0.1203 0.0554
H 2.52602 -0.22652 1.22494 -0.1041 -0.0145 -0.0330
```
Forces are in eV/Å.

---

(2)
The following is a DFT calculation (the ωB97M-V functional and the def2-TZVPD basis) of an isolated molecule of C3H5NO2 in a non-equilibrium geometry.

The calculation puts the HOMO-LUMO gap at 10.44 eV.

```
11
Properties=species:S:1:pos:R:3:forces:R:3
O -2.28898 -0.76131 -0.01536 -1.3616 0.2574 0.0511
C -1.27634 -0.15677 0.06568 3.7506 -1.3752 0.5627
N -0.68932 0.92881 -0.48649 -1.8457 0.2635 0.1703
C 0.64704 0.88907 0.09687 -0.4091 -0.9385 -0.9742
C 0.21809 -0.59881 0.53175 -0.0563 0.5390 -1.0682
O 0.61169 -1.44490 -0.61164 -0.1834 0.5493 2.0066
H -1.26955 1.59560 -0.92600 0.0534 1.3291 -0.7378
H 0.80032 1.73935 0.78572 0.3076 -0.7940 -0.0315
H 1.39550 0.77325 -0.72989 -0.3061 0.5170 1.0434
H 0.52866 -1.01568 1.51150 -0.3956 0.2320 -0.6294
H 1.32287 -1.94861 -0.22215 0.4461 -0.5794 -0.3930
```
Forces are in eV/Å.

---

(3)
The following is a DFT calculation (the ωB97M-V functional and the def2-TZVPD basis) of an isolated molecule of C3H5NO2 in a non-equilibrium geometry.

The calculation puts the HOMO-LUMO gap at 11.79 eV.

```
11
Properties=species:S:1:pos:R:3:forces:R:3
N -2.57780 -0.95693 -0.95547 0.8477 0.5048 0.5645
C -1.72675 -0.43211 -0.37435 -0.7491 -0.4481 -0.4873
C -0.61211 0.23580 0.34939 -0.0212 -0.2366 0.1154
O -0.61180 1.61982 0.13308 0.1019 0.0785 -0.2248
C 0.69751 -0.44201 -0.05170 -0.2852 -0.1284 -0.2154
O 1.72698 0.19733 0.65854 0.2979 -0.1239 0.0179
H -0.77127 0.09185 1.42326 0.0067 0.0001 -0.1269
H -0.13031 1.80211 -0.68565 -0.1127 0.0477 0.1252
H 0.82487 -0.34342 -1.14393 0.0067 0.0103 0.1710
H 0.62426 -1.51551 0.17789 0.0046 0.1825 -0.0059
H 2.55640 -0.25692 0.46893 -0.0973 0.1129 0.0662
```
Forces are in eV/Å.

---

(4)
The following is a DFT calculation (the ωB97M-V functional and the def2-TZVPD basis) of a cluster of 2 separate species, C3H5NO2 in total in a non-equilibrium geometry.

The calculation puts the HOMO-LUMO gap at 11.27 eV.

```
11
Properties=species:S:1:pos:R:3:forces:R:3
C -1.56567 -0.42856 0.93855 -0.1403 0.0241 0.0765
C -0.99099 0.60338 0.09270 -0.1987 1.0307 -0.4936
N -0.67877 1.50852 -0.55599 -0.5486 -0.6983 0.6327
H -0.99331 -0.53668 1.86263 -0.0522 0.0713 -0.1960
H -1.59596 -1.39264 0.42659 0.0494 0.2296 0.0090
H -2.57561 -0.08157 1.15904 -0.0571 -0.2357 0.1574
O 1.00981 -0.82366 -0.01063 0.5501 0.0712 -0.2785
C 1.86630 -0.27944 -0.67478 0.0327 -0.3263 0.1779
O 1.78519 0.88639 -1.28895 0.0539 -0.1512 0.0754
H 2.84802 -0.74271 -0.82881 0.0814 0.0678 -0.0848
H 0.89100 1.28697 -1.12034 0.2294 -0.0831 -0.0761
```
Forces are in eV/Å.

---

Q: Which E_LUMO values were calculated for the entries above? A: 0.88 0.84 0.47 0.84, in eV.
Q: Which ΔE to the lowest compared entry with this formula, charge and spin values were calculated for the entries above? A: 1.2958 2.1316 1.5988 0.7402, in eV.